[1]
The following is a DFT calculation (wB97M-V/def2-TZVPD) of a molecular structure, C5H18BBeBr3ClF2GaMg2NNaO4S in a non-equilibrium geometry.

## Properties
LUMO = -0.360 hartree

The geometry in ORCA input format:
```
! wB97M-V def2-TZVPD RIJCOSX def2/J DEFGRID3
* xyz 2 1
C 2.3886 1.1090 0.5530
N 1.7927 1.4703 -0.7896
C 1.8227 0.3185 -1.7751
B 0.4141 2.0972 -0.6763
O 0.1442 3.2794 -1.5428
Ga -1.1149 1.3655 0.5864
S -3.1564 2.3592 0.2091
C -4.3068 1.1655 -0.6959
O -3.8482 2.7817 1.5602
O -2.9339 3.6947 -0.5942
H 3.3517 1.8021 0.6833
H 1.7074 1.3359 1.4779
H 2.7199 -0.0333 0.5899
H 2.6870 -0.4532 -1.5557
H 0.7583 -0.2198 -1.7668
H 1.9225 0.8172 -2.8552
H 0.9016 3.4515 -2.1759
H -0.6201 1.7562 2.0894
H -1.1464 -0.2541 0.5530
H -4.8420 0.5146 0.1408
H -3.7129 0.4087 -1.3784
H -5.1115 1.7983 -1.2672
Be -4.7115 -1.0593 0.1591
Br -1.8020 -3.1032 0.2159
C -0.3655 -4.2095 0.9354
C 0.5684 -3.3968 1.8015
Br 1.7735 -2.3132 0.7159
H 0.1319 -4.6806 0.0831
H -0.8691 -4.9788 1.5274
H 1.2225 -4.0520 2.3837
H 0.0487 -2.7142 2.4794
F 2.4885 4.1480 -2.4000
Mg 3.6885 -1.5145 -2.5687
O 6.3156 -3.2189 -0.8037
H 6.6164 -2.8378 0.0350
H 7.1336 -3.5050 -1.2374
Br -5.3115 0.7628 -2.7937
F 1.9885 4.0411 0.0874
Cl -1.3115 3.5043 3.0479
Na -3.7115 -4.1649 0.7710
Mg -3.7115 2.7276 4.1910
*
```


[2]
The following is a DFT calculation (wB97M-V/def2-TZVPD) of 3 unconnected molecules or ions with the total composition C5H18N2O3 in a non-equilibrium geometry.

## Properties
LUMO = 0.017 hartree
SMILES = CN[C@H](CO)CCN.O.O

The geometry in ORCA input format:
```
! wB97M-V def2-TZVPD RIJCOSX def2/J DEFGRID3
* xyz 0 1
C 1.8315 2.0200 0.0085
N 1.2720 0.7598 -0.4525
C -0.1666 0.5206 -0.1978
C -0.3202 -1.0215 -0.0011
C -1.6589 -1.6440 -0.4132
N -2.0105 -1.6713 -1.8320
C -0.5817 1.1245 1.1435
O -1.9228 0.7145 1.5227
H 2.5461 2.3811 -0.7438
H 1.1632 2.8707 0.0823
H 2.4223 1.9618 0.9244
H 1.7736 -0.0332 -0.0959
H -0.8095 0.7159 -1.0616
H 0.5017 -1.6060 -0.4422
H -0.2180 -1.2503 1.0600
H -1.7832 -2.5730 0.1499
H -2.4406 -1.0993 0.1281
H -1.1282 -1.7359 -2.3470
H -2.2377 -0.7220 -2.1349
H -0.0322 0.6856 1.9637
H -0.5349 2.2130 1.2451
H -2.5702 1.3552 1.2134
H 1.2928 0.3808 -2.8575
H 0.6591 -0.9525 -3.2256
O 0.9075 -0.1031 -3.6016
H 1.1018 -0.4401 3.7065
H 1.3041 -1.8798 3.1569
O 1.6395 -0.9715 3.1020
*
```


[3]
The following is a DFT calculation (wB97M-V/def2-TZVPD) of 3 unconnected molecules or ions with the total composition C5H18N2O3 in a non-equilibrium geometry.

## Properties
LUMO = 0.020 hartree
SMILES = CNC[C@@H](N)[C@@H](C)O.O.O

The geometry in ORCA input format:
```
! wB97M-V def2-TZVPD RIJCOSX def2/J DEFGRID3
* xyz 0 1
N 1.9956 -0.7360 -1.6882
C 0.7788 -0.8384 -0.7802
C 1.0092 -2.1354 0.0155
C -0.3768 -2.5669 0.5098
O 1.5163 -3.1420 -0.8096
C 0.6273 0.3871 0.0988
N -0.5189 1.2057 -0.3985
C -0.1335 2.6098 -0.7283
H 2.6779 -0.2108 -1.1485
H 1.7922 -0.1572 -2.4973
H 0.0101 -1.0265 -1.5268
H 1.7217 -1.9339 0.8226
H -0.5293 -2.2716 1.5686
H -1.2259 -1.9760 0.1332
H -0.6012 -3.6276 0.4508
H 1.7852 -2.7840 -1.6645
H 0.4240 0.0721 1.1052
H 1.5295 0.9975 0.1956
H -0.6995 0.8374 -1.3196
H 0.8393 2.6679 -1.2182
H -0.8929 2.9822 -1.4042
H -0.3068 3.2284 0.1462
H -3.3608 0.0791 0.8316
H -2.6664 1.0671 1.6630
O -3.4647 0.9953 1.1247
H 0.0977 1.8428 2.3223
H -1.2595 2.2268 1.6839
O -0.7685 2.2072 2.5123
*
```


[4]
The following is a DFT calculation (wB97M-V/def2-TZVPD) of 2 unconnected molecules or ions with the total composition C5H18N6 in a non-equilibrium geometry.

## Properties
LUMO = -0.235 hartree

The geometry in ORCA input format:
```
! wB97M-V def2-TZVPD RIJCOSX def2/J DEFGRID3
* xyz 2 1
C 0.3378 1.9011 -1.2623
C 1.1563 2.8824 -0.3819
C 0.2553 -0.4571 -1.8279
N 0.8139 0.5367 -1.0558
N -0.7514 -0.1890 -2.6238
N 0.7283 -1.7281 -1.9354
H -0.7400 1.9387 -1.0947
H 0.5557 2.4225 -2.2884
H 1.6042 2.3495 0.4691
H 0.6367 3.8519 -0.2663
H 1.8704 0.5337 -0.9982
H -1.3560 0.5929 -2.4542
H -1.3368 -0.7595 -3.2515
H 1.7113 -1.8612 -1.8732
H 0.1224 -2.4725 -2.2395
H 2.1124 3.2746 -0.9308
C 0.6344 -0.2417 2.8570
C -1.1154 -1.1552 1.3798
N -0.6797 -0.1924 2.2249
N -0.2574 -1.7708 0.5114
N -2.3461 -1.6554 1.4177
H -1.3458 0.0055 3.0589
H 0.6162 -1.3179 0.3005
H -0.3229 -2.7767 0.3722
H -3.0806 -1.2332 1.9483
H -2.7619 -2.1565 0.6569
H 1.5608 0.1639 2.3869
H 0.7798 -1.1644 3.4292
H 0.5981 0.6783 3.4713
*
```


[5]
The following is a DFT calculation (wB97M-V/def2-TZVPD) of a molecular structure, C5H18NO2 in a non-equilibrium geometry.

## Properties
LUMO = -0.345 hartree

The geometry in ORCA input format:
```
! wB97M-V def2-TZVPD RIJCOSX def2/J DEFGRID3
* xyz 1 1
C -0.0802 0.5871 -2.1993
C -0.8454 0.6716 -0.8151
C -1.7311 -0.5459 -0.5786
C -1.9101 -0.8768 0.9168
C -3.0723 -0.1440 1.6023
N 0.0226 0.9716 0.2395
H 0.7619 -0.0597 -1.9741
H 0.3550 1.5294 -2.5310
H -0.6448 0.1433 -3.0135
H -1.4632 1.6115 -0.8518
H -2.7451 -0.3545 -0.9370
H -1.3378 -1.4040 -1.1218
H -2.1137 -1.9490 0.9291
H -1.0514 -0.6677 1.5511
H -3.2001 0.8803 1.2362
H -4.0353 -0.5835 1.3311
H -2.9717 -0.0979 2.6817
H 1.9869 2.2738 3.0841
H 2.6198 2.2203 2.7014
H 0.6762 1.6797 -0.1342
H 0.7744 -0.0052 0.1847
H 1.9348 -1.4540 0.5025
O 1.2646 -1.0137 -0.0436
H 4.3168 -0.8193 0.5612
H 5.0079 0.1022 -0.5091
O 4.5529 0.0863 0.3314
*
```


[6]
The following is a DFT calculation (wB97M-V/def2-TZVPD) of a molecular structure, C5H18NO2 in a non-equilibrium geometry.

## Properties
LUMO = -0.359 hartree

The geometry in ORCA input format:
```
! wB97M-V def2-TZVPD RIJCOSX def2/J DEFGRID3
* xyz 1 1
C -1.0144 -1.4297 -0.7042
C -0.2120 -0.7406 0.6720
C -1.2552 -1.1048 1.7967
C 1.2793 -1.0478 0.7010
C 2.0258 0.2762 1.1109
N -1.1374 -0.5852 -1.8518
H -2.0334 -1.5866 -0.2848
H -0.4509 -2.3756 -0.9237
H -0.4037 0.2857 0.5212
H -1.0201 -0.6977 2.7441
H -2.1997 -0.6799 1.4208
H -1.5924 -2.1701 1.9574
H 1.5391 -1.9404 1.2920
H 1.5398 -1.2365 -0.3084
H 1.6598 0.6623 2.0703
H 3.0874 0.1528 1.3904
H 1.9340 1.0768 0.3623
H -1.7225 -1.0522 -2.5322
H 2.6593 4.8640 -0.8223
H 0.2006 -0.0149 -2.1916
H -3.2885 1.6296 -0.1075
H -2.3241 0.4719 -0.9104
O -2.5690 0.9677 -0.0727
H 2.4408 5.6182 -0.6845
H 1.6637 0.4709 -2.6948
O 1.1939 0.1857 -1.9500
*
```